1.
DFT (the ωB97M-V functional and the def2-TZVPD basis) results for 2 unconnected molecules or ions with the total composition C5H8N in a non-equilibrium geometry.

Calculated values
Calculated total energy (Eh): -249.48034
Spin multiplicity: 3
Max |F| (hartree/bohr): 0.1028
Charge: +1
Orbital gap (spin up / spin down) (eV): 8.28 / 7.75
E_LUMO (spin up / spin down) (hartree): -0.148 / -0.240
E_HOMO (spin up / spin down) (eV): -12.304 / -14.289
⟨S²⟩: 2.048

XYZ file:
```
14
Properties=species:S:1:pos:R:3:mulliken_spin:R:1
C -1.89496 0.18761 -2.10516 1.73
C -1.05999 0.02973 -1.16982 -0.06
C 0.05455 0.67024 -0.37791 0.23
C -0.40043 -0.66304 -0.00030 0.16
C 1.34363 1.09619 -0.94593 -0.01
N -1.27889 -0.83287 1.18638 0.00
H -0.62494 1.79112 0.58881 -0.05
H 0.18534 -1.55183 -0.21257 0.00
H 2.04530 1.32556 -0.14459 0.01
H 1.21939 1.98723 -1.55669 0.00
H 1.76174 0.30666 -1.57134 0.00
H -1.88534 -1.66079 1.07770 0.00
H -1.88786 0.00070 1.27804 0.00
H -0.72434 -0.93460 2.04972 0.00
```

=====

2.
DFT (the ωB97M-V functional and the def2-TZVPD basis) results for a gas-phase ion, C5H8N (charge +1) in a non-equilibrium geometry.

Calculated values
Calculated total energy (Eh): -249.61569
Spin multiplicity: 3
Max |F| (hartree/bohr): 0.1539
Charge: +1
Orbital gap (spin up / spin down) (eV): 8.08 / 7.77
E_LUMO (spin up / spin down) (hartree): -0.125 / -0.308
E_HOMO (spin up / spin down) (eV): -11.485 / -16.140
⟨S²⟩: 2.009

XYZ file:
```
14
Properties=species:S:1:pos:R:3:mulliken_spin:R:1
C 1.10352 0.54085 0.33662 0.55
C -0.40392 0.25720 0.21303 0.33
C 0.77854 -1.06246 -1.23159 0.00
C 1.94419 -0.07148 -0.50980 0.70
C -1.41696 0.83463 1.09151 0.00
N -0.54641 -0.77292 -0.60438 0.31
H 1.54450 1.28174 0.96321 0.02
H 0.88406 -0.75640 -2.31303 0.03
H 1.20746 -2.10312 -1.08077 0.03
H 2.99420 -0.13534 -0.80036 0.00
H -2.20538 0.09716 1.23494 0.00
H -1.75826 1.87631 0.66724 0.03
H -0.82110 0.98791 2.04120 0.01
H -1.27549 -1.40360 -0.98567 -0.02
```

=====

3.
DFT (the ωB97M-V functional and the def2-TZVPD basis) results for a single C5H8N2 molecule in a non-equilibrium geometry.

Calculated values
Calculated total energy (Eh): -304.74606
Spin multiplicity: 1
Max |F| (hartree/bohr): 0.0567
Orbital gap (eV): 10.73
E_LUMO (hartree): 0.028
E_HOMO (eV): -9.965
SMILES string: C[C@@]1(CC#N)CN1

XYZ file:
```
15
Properties=species:S:1:pos:R:3:nbo_charge:R:1
C 1.16227 -0.84316 0.26356 -0.62
C -0.05265 -0.12542 -0.28699 0.08
C -1.05831 0.45659 0.73801 -0.52
C -0.81281 0.34532 2.16644 0.25
N -0.55375 0.77011 3.21452 -0.34
C 0.08115 0.60352 -1.57291 -0.25
N -0.64931 -0.65958 -1.51976 -0.58
H 1.66245 -0.24002 1.02596 0.23
H 0.88273 -1.79927 0.72197 0.22
H 1.89000 -1.04731 -0.53199 0.21
H -2.09376 0.28608 0.40626 0.27
H -0.90653 1.55281 1.07422 0.29
H 1.06452 0.63861 -2.04060 0.20
H -0.53899 1.47752 -1.75887 0.20
H -0.07701 -1.41579 -1.89982 0.36
```

=====

4.
DFT (the ωB97M-V functional and the def2-TZVPD basis) results for a single C5H8N2 molecule.

Calculated values
Calculated total energy (Eh): -304.65229
Spin multiplicity: 1
Max |F| (hartree/bohr): 0.0065
Orbital gap (spin up / spin down) (eV): 8.00 / 8.00
E_LUMO (spin up / spin down) (hartree): 0.003 / 0.003
E_HOMO (spin up / spin down) (eV): -7.920 / -7.921

XYZ file:
```
15
Properties=species:S:1:pos:R:3:nbo_charge:R:1
C -2.14359 -1.25552 -0.41476 -0.47
N -0.85379 -0.69461 -0.38854 -0.07
C -0.22369 -1.12511 0.79109 -0.30
C 0.76802 -0.10530 1.01421 -0.28
C 0.72975 0.67957 -0.12156 0.13
C 1.62180 1.82095 -0.49980 -0.64
N -0.29355 0.32819 -0.96741 -0.22
H -2.53765 -1.47058 -1.40734 0.20
H -2.83447 -0.70436 0.22009 0.20
H -1.42193 -1.61693 1.04214 0.29
H 0.14942 -2.15104 0.71798 0.27
H 1.48526 -0.04690 1.82154 0.23
H 2.06313 2.28216 0.38846 0.22
H 1.05486 2.57860 -1.04747 0.23
H 2.43643 1.48086 -1.14865 0.23
```

=====

5.
DFT (the ωB97M-V functional and the def2-TZVPD basis) results for 2 unconnected molecules or ions with the total composition C5H8N2.

Calculated values
Calculated total energy (Eh): -304.71272
Spin multiplicity: 1
Max |F| (hartree/bohr): 0.0129
Orbital gap (eV): 10.16
E_LUMO (hartree): 0.036
E_HOMO (eV): -9.169
SMILES string: CC1=NC1.C=C=N

XYZ file:
```
15
Properties=species:S:1:pos:R:3:nbo_charge:R:1
C -1.45882 -1.15372 0.73122 -0.68
C -1.06171 0.26584 0.63752 0.27
C -1.15087 1.55793 -0.01137 -0.33
N -0.29740 1.11159 1.16285 -0.35
C 2.56390 -0.05820 0.20371 -0.65
C 1.79636 -0.56656 -0.72598 0.43
N 1.03779 -1.10616 -1.53384 -0.67
H -2.52950 -1.23260 0.94606 0.24
H -0.88925 -1.65714 1.51647 0.24
H -1.26031 -1.64500 -0.22657 0.26
H 0.92095 -0.58743 -2.40430 0.38
H -0.62913 1.74572 -0.95144 0.17
H -1.96952 2.24360 0.20819 0.18
H 3.62362 -0.28260 0.22865 0.24
H 2.11843 0.59827 0.94502 0.27
```

=====

6.
DFT (the ωB97M-V functional and the def2-TZVPD basis) results for a single C5H8N2 molecule in a non-equilibrium geometry.

Calculated values
Calculated total energy (Eh): -304.78164
Spin multiplicity: 1
Max |F| (hartree/bohr): 0.0209
Orbital gap (eV): 11.21
E_LUMO (hartree): 0.033
E_HOMO (eV): -10.324
SMILES string: N#C[C@H](N)C1CC1

XYZ file:
```
15
Properties=species:S:1:pos:R:3:nbo_charge:R:1
N 2.09716 -0.64853 -0.18607 -0.80
C 0.93181 -0.04281 0.43349 -0.15
C 0.99221 1.41795 0.72540 0.26
N 0.80802 2.55139 0.86894 -0.33
C -0.27350 -0.16540 -0.48892 -0.23
C -1.56979 0.50211 -0.15478 -0.41
C -1.48460 -0.99990 -0.21207 -0.41
H 2.88132 -0.70300 0.45381 0.37
H 2.39192 -0.11048 -0.99543 0.36
H 0.75043 -0.55687 1.38549 0.23
H 0.01642 -0.10287 -1.53565 0.22
H -1.66266 0.93238 0.83925 0.22
H -2.04030 1.10530 -0.92450 0.22
H -1.89322 -1.57188 -1.03918 0.22
H -1.56094 -1.50234 0.74781 0.21
```

=====

7.
DFT (the ωB97M-V functional and the def2-TZVPD basis) results for a single C5H8N2 molecule.

Calculated values
Calculated total energy (Eh): -304.75851
Spin multiplicity: 1
Max |F| (hartree/bohr): 0.0083
Orbital gap (eV): 9.79
E_LUMO (hartree): 0.033
E_HOMO (eV): -8.882
SMILES string: [H]/N=C(\N)C=C=CC

XYZ file:
```
15
Properties=species:S:1:pos:R:3:nbo_charge:R:1
C -2.86177 -0.08156 -0.25522 -0.62
C -0.56811 0.51330 0.21261 0.19
C -1.78374 0.94132 0.02428 -0.28
N 2.10794 1.19698 -0.54071 -0.68
C 1.83875 0.05092 -0.04221 0.41
N 2.72046 -0.99804 0.17692 -0.82
C 0.50532 -0.15378 0.55318 -0.39
H -2.62504 -0.73062 -1.10233 0.22
H -2.90878 -0.71335 0.64044 0.21
H -3.84365 0.37754 -0.39465 0.22
H -2.05571 1.96992 0.26384 0.23
H 3.07586 1.23433 -0.85978 0.32
H 2.33631 -1.93089 0.13774 0.39
H 3.62183 -0.91069 -0.26650 0.38
H 0.44032 -0.76538 1.45236 0.23
```

=====

8.
DFT (the ωB97M-V functional and the def2-TZVPD basis) results for a single C5H8N2 molecule.

Calculated values
Calculated total energy (Eh): -304.74036
Spin multiplicity: 1
Max |F| (hartree/bohr): 0.0098
Orbital gap (eV): 9.97
E_LUMO (hartree): 0.010
E_HOMO (eV): -9.712
SMILES string: C/N=C/C1=N[C@@H]1C

XYZ file:
```
15
Properties=species:S:1:pos:R:3:nbo_charge:R:1
C 1.97698 -1.42779 -0.95409 -0.63
C 1.59388 0.02812 -0.90620 -0.12
C -0.97097 0.75631 -0.16800 0.04
C 0.23413 0.48953 -0.94022 0.18
N 0.78803 0.63072 -2.06137 -0.29
N -1.01634 0.27329 1.00333 -0.32
C -2.16335 0.58771 1.81807 -0.45
H 1.17619 -2.02603 -1.39981 0.21
H 2.88622 -1.56761 -1.54818 0.21
H 2.16563 -1.80888 0.05624 0.22
H 2.33747 0.69882 -0.47158 0.18
H -1.75175 1.39301 -0.60696 0.17
H -2.84337 1.31992 1.35907 0.17
H -1.80089 0.97553 2.77504 0.22
H -2.71071 -0.33638 2.02902 0.22
```